No. 1
ORCA calculation (the ωB97M-V functional and the def2-TZVPD basis) on C6H20CdN3S as an isolated structure in a non-equilibrium geometry.

Its highest occupied orbital energy is -0.88 eV. The value obtained for the calculated total energy is -970.4946 Ha. Its charge is -1. The calculation puts the energy above the lowest of the compared OMol25 structures with the same formula, charge and spin at 112.0 kcal/mol.

Geometry as XYZ:
```
31
Properties=species:S:1:pos:R:3:forces:R:3
C -1.048 -1.171 -3.589 -0.4 -2.0 -3.2
Cd -0.089 -0.230 -2.041 2.3 -0.6 -0.4
N 1.351 0.675 -3.536 1.9 1.0 -1.4
H -1.073 -0.945 -1.068 -1.5 -2.6 3.4
H -1.295 0.706 -2.013 -3.1 4.1 0.0
H -2.070 -1.483 -3.331 0.3 0.2 0.1
H -0.432 -2.071 -3.795 -0.5 -0.1 -0.5
H -1.081 -0.528 -4.487 -0.1 -0.3 -0.1
H 2.343 0.418 -3.434 -0.4 0.1 -0.1
H 1.326 1.704 -3.531 -0.1 -0.6 0.1
H 1.087 0.396 -4.492 -0.1 0.0 0.7
C -0.426 2.722 1.112 0.4 0.3 -0.9
N -0.366 1.399 1.737 0.9 -2.0 -0.5
C -1.120 1.232 2.966 -0.2 -0.2 0.3
C 0.432 0.351 1.096 -0.5 -0.8 1.9
S 1.276 0.793 -0.254 1.5 0.9 0.9
N 0.583 -1.037 1.555 -1.1 3.0 0.0
C 0.100 -1.630 2.800 0.1 -0.7 -0.1
C 1.313 -1.982 0.709 0.6 -0.1 -0.3
H -1.055 3.444 1.673 0.2 -0.9 0.0
H -0.855 2.638 0.090 0.4 0.1 0.5
H 0.593 3.162 1.055 -0.6 -0.2 -0.1
H -1.878 0.432 2.842 0.5 0.3 0.4
H -0.422 1.066 3.813 -0.5 -0.3 -0.2
H -1.686 2.145 3.246 0.4 -0.4 -0.6
H -0.609 -2.453 2.569 0.4 0.3 0.1
H 0.961 -2.052 3.360 -0.3 0.0 -0.3
H -0.393 -0.979 3.507 0.0 0.4 -0.3
H 0.814 -2.080 -0.277 0.2 0.2 0.4
H 2.360 -1.641 0.565 -0.5 -0.1 0.0
H 1.358 -3.001 1.154 -0.3 0.8 0.1
```
Forces are in eV/Å.

***

No. 2
ORCA calculation (the ωB97M-V functional and the def2-TZVPD basis) on C6H20F2FeO4S2 as an isolated structure in a non-equilibrium geometry.

Its highest occupied orbital energy (alpha / beta) is -12.94 / -12.92 eV. As for the spin multiplicity: 6. The value obtained for the calculated total energy is -2801.1004 Ha. Its charge is +1.

Geometry as XYZ:
```
35
Properties=species:S:1:pos:R:3:forces:R:3
Fe -0.777 0.359 0.721 0.8 2.8 1.2
F 1.021 0.653 1.726 -2.2 -0.1 -1.3
F -1.915 2.061 0.931 1.6 -2.7 -0.1
C -2.756 -1.765 -0.695 -0.3 -1.5 -0.1
O -2.327 -0.436 -0.615 0.2 0.9 0.1
H -3.641 -1.824 -1.328 -0.3 0.0 0.4
H -2.029 -2.411 -1.187 0.3 0.1 0.2
H -2.943 -2.132 0.315 -0.1 0.0 -0.2
H -2.657 -0.012 -1.411 0.3 0.7 0.2
C -2.712 -0.102 3.309 0.1 0.0 1.1
O -1.623 -0.660 2.550 -0.3 0.4 -1.4
H -3.501 0.334 2.697 0.5 -0.1 -0.3
H -3.122 -0.899 3.929 -0.2 0.0 -0.1
H -2.275 0.633 3.985 -0.3 0.3 -0.1
H -1.020 -1.067 3.176 0.4 0.0 -0.1
C 0.407 2.861 -3.096 0.4 -0.9 -1.0
S 0.390 2.642 -1.339 0.1 1.7 1.4
O -0.070 1.215 -1.070 0.5 -0.9 -0.1
C 2.216 2.842 -0.911 -1.0 0.2 -0.3
H -0.514 2.534 -3.577 -0.2 -0.2 0.5
H 1.223 2.242 -3.471 0.0 0.2 -0.4
H 0.512 3.897 -3.416 0.3 0.1 0.6
H 2.215 3.524 -0.061 -0.1 -0.3 0.1
H 2.726 3.369 -1.717 -0.1 -0.3 -0.2
H 2.681 1.889 -0.659 -0.2 0.1 -0.1
C 2.105 -3.037 0.849 -1.1 -1.5 0.0
S 1.110 -2.184 -0.452 0.9 1.6 2.0
O 0.003 -1.395 0.324 1.0 -1.6 -1.0
C 2.433 -0.967 -0.732 -0.5 0.2 0.6
H 3.054 -3.443 0.499 -0.2 0.2 -0.7
H 1.454 -3.895 1.017 0.2 -0.3 0.3
H 2.319 -2.605 1.827 -0.5 1.0 -0.4
H 3.335 -1.504 -1.026 -0.2 0.1 -0.6
H 2.629 -0.565 0.262 -0.2 0.2 0.1
H 2.050 -0.155 -1.351 0.3 -0.4 -0.3
```
Forces are in eV/Å.

***

No. 3
ORCA calculation (the ωB97M-V functional and the def2-TZVPD basis) on C6H20FN3OP2STi as an isolated structure.

Its highest occupied orbital energy (alpha / beta) is -6.20 / -6.20 eV. The value obtained for the calculated total energy is -2510.4066 Ha. Its charge is 0. The calculation puts the energy above the lowest of the compared OMol25 structures with the same formula, charge and spin at 0.0 kcal/mol.

Geometry as XYZ:
```
35
Properties=species:S:1:pos:R:3:forces:R:3
Ti -1.262 0.250 -1.507 -0.2 -0.6 -0.4
C 2.388 -1.055 -1.506 0.0 0.0 0.0
P 1.295 0.250 -0.858 0.0 0.0 0.0
C 2.145 1.785 -1.333 0.0 0.0 0.0
C 1.596 0.167 0.954 -0.1 0.1 0.1
C 0.556 1.024 1.700 0.1 -0.1 -0.1
P -1.133 0.362 1.388 -0.1 0.1 0.0
C -1.305 -0.874 2.731 0.0 0.0 0.0
C -2.213 1.719 1.958 0.0 0.0 0.0
H 2.372 -1.010 -2.596 0.0 0.0 0.0
H 2.014 -2.027 -1.182 0.0 0.0 0.0
H 3.415 -0.933 -1.159 0.0 0.0 0.0
H 3.193 1.766 -1.029 0.0 0.0 0.0
H 1.635 2.631 -0.872 0.0 0.0 0.0
H 2.062 1.914 -2.411 0.0 0.0 0.0
H 2.616 0.483 1.182 0.0 0.0 0.0
H 1.507 -0.884 1.248 0.0 0.0 0.0
H 0.568 2.049 1.320 0.0 0.0 0.0
H 0.768 1.071 2.771 0.0 0.0 0.0
H -1.189 -0.418 3.716 0.0 0.0 0.0
H -0.550 -1.655 2.618 0.0 0.0 0.0
H -2.289 -1.340 2.671 0.0 0.0 0.0
H -1.961 2.060 2.963 0.0 0.0 0.0
H -3.249 1.383 1.939 0.0 0.0 0.0
H -2.119 2.545 1.252 0.0 0.0 0.0
O -1.152 2.092 -1.452 0.0 0.4 0.0
S -0.775 2.038 -3.142 0.1 0.2 0.0
N -0.894 0.377 -3.246 -0.1 0.0 0.2
N -0.506 -2.771 -0.482 0.0 0.0 0.0
N -0.840 -2.025 -1.656 0.0 0.0 0.0
H -0.777 -3.743 -0.589 0.0 0.0 0.0
H -1.058 -2.383 0.275 0.0 0.0 0.0
H -1.738 -2.296 -2.051 0.0 0.0 0.0
H -0.120 -2.156 -2.356 0.0 0.0 0.0
F -3.001 -0.398 -1.259 0.2 0.0 0.1
```
Forces are in eV/Å.

***

No. 4
ORCA calculation (the ωB97M-V functional and the def2-TZVPD basis) on C6H20HgN3S as an isolated structure in a non-equilibrium geometry.

Its highest occupied orbital energy (alpha / beta) is -0.52 / -0.79 eV. The value obtained for the calculated total energy is -956.2066 Ha. Its charge is -1. The calculation puts the energy above the lowest of the compared OMol25 structures with the same formula, charge and spin at 59.6 kcal/mol.

Geometry as XYZ:
```
31
Properties=species:S:1:pos:R:3:forces:R:3
C -1.155 1.995 -1.554 -0.8 0.2 0.0
Hg -0.600 -0.104 -2.362 -1.0 0.3 1.9
N 1.704 -1.946 -3.302 0.8 0.3 -0.1
H -0.273 0.777 -3.751 0.8 0.8 -1.8
H 2.675 -1.600 -3.243 -1.0 -0.5 -0.3
H -1.117 0.166 -4.005 -0.2 -0.3 -0.8
H -1.536 2.712 -2.315 0.5 -0.5 0.1
H -0.230 2.344 -1.127 0.4 0.5 0.2
H -1.913 2.018 -0.762 0.1 -0.2 0.1
H 1.500 -2.591 -2.535 -0.1 0.2 -0.8
H 1.409 -2.202 -4.254 0.4 -0.1 1.1
C 2.263 -0.322 0.140 -0.1 -0.8 -1.3
N 1.173 -0.035 1.073 2.5 1.7 -0.1
C 1.573 0.677 2.243 0.6 0.2 0.7
C -0.099 -0.466 0.883 -0.5 -3.1 -2.0
S -0.413 -1.538 -0.449 1.1 -1.1 -0.3
N -1.245 -0.137 1.537 -2.2 1.1 1.8
C -1.369 0.328 2.904 1.1 0.6 0.3
C -2.543 -0.607 1.005 0.4 0.4 -0.5
H 3.239 0.009 0.542 -0.7 0.1 -0.1
H 2.124 0.044 -0.918 -0.1 0.4 1.1
H 2.369 -1.400 -0.089 -0.2 0.1 0.6
H 0.943 1.539 2.455 0.3 0.5 -0.3
H 1.455 0.071 3.138 0.1 -0.6 0.5
H 2.655 0.953 2.244 -1.0 0.0 -0.4
H -1.819 1.342 2.943 -0.5 -0.7 0.1
H -1.769 -0.388 3.650 -0.6 0.1 -0.6
H -0.403 0.510 3.346 0.3 -0.1 -0.1
H -2.688 -0.118 0.019 -0.4 -0.2 0.7
H -2.604 -1.697 0.797 0.2 0.5 0.5
H -3.305 -0.334 1.745 0.1 0.1 -0.3
```
Forces are in eV/Å.

***

No. 5
ORCA calculation (the ωB97M-V functional and the def2-TZVPD basis) on a 5-piece molecular cluster, C6H20NO5 overall in a non-equilibrium geometry.

Its highest occupied orbital energy is -4.83 eV. The value obtained for the calculated total energy is -671.6043 Ha. Its charge is -1. The calculation puts the energy above the lowest of the compared OMol25 structures with the same formula, charge and spin at 6.1 kcal/mol.

Geometry as XYZ:
```
32
Properties=species:S:1:pos:R:3:forces:R:3
C -1.760 -0.867 1.360 -0.9 1.0 0.4
O -1.007 0.042 2.158 1.2 -0.7 -0.4
C -1.061 -2.046 0.724 0.6 -0.5 0.9
C 0.200 -1.771 -0.093 -0.8 -0.1 -0.8
C -0.212 -1.116 -1.397 0.9 0.3 -0.8
C -0.485 -1.845 -2.496 -0.4 -0.7 -0.1
C -0.871 1.021 -2.445 0.2 -0.3 -1.2
N -0.207 0.265 -1.420 -0.3 -0.1 0.3
H -2.294 -0.200 0.660 0.1 -0.7 -0.5
H -2.556 -1.331 1.985 0.4 0.5 0.0
H -1.797 -2.624 0.148 0.2 0.3 -0.1
H -0.749 -2.744 1.527 -0.2 0.4 0.0
H 0.896 -1.108 0.405 0.1 0.0 0.4
H 0.656 -2.762 -0.228 0.2 0.5 -0.4
H -0.836 -1.547 -3.466 0.1 0.9 -0.1
H -0.442 -2.916 -2.481 0.1 -0.5 0.6
H -1.387 1.874 -1.994 0.3 0.0 -0.2
H -0.171 1.305 -3.283 -0.4 0.2 0.9
H -1.607 0.399 -2.984 0.0 0.1 0.6
H 0.045 0.814 -0.611 -0.1 -0.4 0.2
H 2.669 2.728 0.669 -0.3 0.3 -0.2
H 1.724 2.082 1.597 -0.4 0.8 -0.3
O 1.812 2.956 1.065 0.5 -0.8 0.4
H 2.711 0.287 0.948 0.4 0.9 -0.9
H 2.898 0.652 -0.582 -0.3 -0.1 -0.2
O 3.393 0.570 0.230 0.1 -0.6 0.8
H 0.010 0.249 1.840 -0.8 -0.7 0.9
H 1.646 0.099 2.763 0.0 0.1 0.2
O 1.476 0.591 1.956 -0.4 -0.7 -0.1
H -1.094 1.612 1.481 -0.4 0.5 0.0
H -0.354 2.847 0.929 0.0 0.0 0.1
O -1.245 2.481 1.036 0.2 -0.1 -0.2
```
Forces are in eV/Å.

***

No. 6
ORCA calculation (the ωB97M-V functional and the def2-TZVPD basis) on a 5-piece molecular cluster, C6H20NO5 overall in a non-equilibrium geometry.

Its highest occupied orbital energy is -5.25 eV. The value obtained for the calculated total energy is -671.5769 Ha. Its charge is -1. The calculation puts the energy above the lowest of the compared OMol25 structures with the same formula, charge and spin at 23.3 kcal/mol.

Geometry as XYZ:
```
32
Properties=species:S:1:pos:R:3:forces:R:3
C 1.495 -0.291 -1.768 -2.2 1.8 1.0
O 1.453 1.104 -1.447 0.8 -0.1 0.5
C 1.426 -1.147 -0.510 1.3 -1.9 -1.5
C 0.537 -2.392 -0.567 -0.3 -0.6 -0.4
C -0.902 -2.116 -1.028 -0.1 0.1 0.9
C -2.279 -0.033 -0.747 -0.6 -0.2 -0.3
C -1.525 -0.995 -0.242 0.1 0.3 -0.5
N 2.784 -1.626 -0.162 0.2 0.7 0.8
H 2.389 -0.475 -2.338 0.2 -0.5 -0.6
H 0.539 -0.378 -2.286 0.3 -0.9 -0.9
H 1.071 -0.574 0.315 -0.2 0.6 0.4
H 0.839 -3.223 -1.224 0.8 0.4 -0.1
H 0.702 -2.778 0.438 -0.8 -0.3 0.2
H -1.578 -2.981 -0.972 0.4 -0.2 0.4
H -0.871 -1.924 -2.093 -0.1 0.5 -0.3
H -2.526 0.006 -1.808 0.1 -0.1 0.0
H -2.761 0.692 -0.111 0.2 0.3 0.1
H -1.275 -0.922 0.805 -0.1 -0.3 0.3
H 3.230 -2.066 -0.960 -0.1 0.1 -0.1
H 3.311 -0.767 0.024 0.1 -0.5 0.0
H -0.436 0.125 3.058 -0.4 -0.7 0.0
H -1.879 0.302 3.054 -0.1 -0.2 -0.2
O -1.241 -0.418 3.179 0.6 0.5 0.3
H 1.239 1.176 -0.420 0.3 0.2 -0.7
H 1.329 1.414 1.663 0.0 0.1 -0.5
O 0.746 1.372 0.888 0.0 0.3 1.3
H -1.818 2.763 1.643 0.1 -0.7 0.2
H -0.653 1.752 1.546 -0.3 -0.2 0.1
O -1.527 1.923 2.046 -0.1 1.1 -0.4
H -0.007 2.656 -0.326 -0.2 0.1 0.6
H -0.927 2.529 -1.467 -0.2 0.3 0.3
O -0.845 3.044 -0.647 0.2 -0.1 -0.8
```
Forces are in eV/Å.